No. 1
DFT (ωB97M-V/def2-TZVPD) results for the molecule C17H17N3O3S.

Last column: Löwdin charge in e.
Geometry (Å):
C1 -6.88623 -0.11302 0.48293  -0.0497
C2 -5.53870 0.41752 0.09907  -0.2732
C3 -5.39141 1.75322 -0.26403  -0.0454
C4 -4.15277 2.25479 -0.62614  -0.0709
C5 -3.04073 1.43614 -0.62511  -0.0364
C6 -3.16315 0.09584 -0.25569  -0.1959
C7 -2.02445 -0.80151 -0.23534  -0.0659
N1 -0.83680 -0.33563 -0.28030  0.0992
N2 0.24862 -1.12402 -0.30869  -0.0773
C8 0.17304 -2.56433 -0.50755  -0.1008
C9 -0.23099 -3.32382 0.77758  -0.2269
O1 -1.47121 -3.97924 0.65137  -0.0782
C10 1.47614 -0.56078 -0.18874  -0.2778
N3 2.53040 -1.29052 -0.33368  -0.0073
S1 3.91638 -0.37725 -0.19533  0.6592
O2 4.60098 -0.34818 -1.45265  -0.2864
O3 4.65999 -0.78569 0.95851  -0.2868
C11 3.04555 1.16251 0.12449  -0.2011
C12 3.53505 2.41719 0.38806  -0.0307
C13 2.61908 3.42704 0.66090  -0.0581
C14 1.26034 3.15121 0.67836  -0.0584
C15 0.77696 1.87791 0.41288  -0.0066
C16 1.68659 0.87061 0.11675  -0.1184
C17 -4.42078 -0.39966 0.09404  0.0050
H1 -7.27020 0.42299 1.34996  0.0832
H2 -6.83538 -1.17149 0.72386  0.0742
H3 -7.59448 0.02566 -0.33283  0.0829
H4 -6.25712 2.39974 -0.26785  0.1132
H5 -4.05776 3.29118 -0.91541  0.1045
H6 -2.07647 1.81307 -0.92678  0.0995
H7 -2.26415 -1.86147 -0.15903  0.1117
H8 1.16406 -2.86600 -0.84511  0.1088
H9 -0.56158 -2.76362 -1.29533  0.1307
H10 0.55523 -4.03298 1.05528  0.1213
H11 -0.35353 -2.61575 1.60132  0.1272
H12 -1.36916 -4.74322 0.07361  0.0942
H13 4.59753 2.60041 0.38496  0.1233
H14 2.96872 4.42662 0.87015  0.1081
H15 0.56071 3.94113 0.90794  0.1071
H16 -0.27894 1.66942 0.44282  0.0807
H17 -4.51587 -1.43903 0.37644  0.1182

**Kohn-Sham gap**: 0.3040 Eh
**SMILES**: Cc1cccc(/C=N/N(CCO)C2=NS(=O)(=O)c3ccccc32)c1
**Relative energy (zero: lowest compared OMol25 entry of this formula, charge and spin)**: 76.0 kcal per mole

=====

No. 2
DFT (ωB97M-V/def2-TZVPD) results for a cluster of 15 separate species, C64H173N15O17 in total in a non-equilibrium geometry.

Last column: Löwdin charge in e.
Geometry (Å):
C1 -1.08561 -0.59875 3.23717  -0.1251
O1 -1.37054 -0.60323 1.84639  -0.1929
C2 -1.03308 0.67152 1.28410  -0.1936
C3 -1.25053 0.60187 -0.27752  -0.1877
N1 -0.26243 -0.28207 -0.95218  -0.0573
C4 -0.28757 -0.26173 -2.46430  -0.1669
C5 -1.55252 -0.91980 -3.05139  -0.2003
O2 -2.54449 0.10575 -3.09818  -0.2327
C6 -3.91136 -0.24602 -3.22958  -0.0974
H1 -1.60555 0.13614 3.85174  0.0788
H2 -0.04285 -0.36276 3.44944  0.0826
H3 -1.36740 -1.52598 3.73609  0.0825
H4 -0.06243 1.07172 1.57702  0.1170
H5 -1.78761 1.40550 1.56701  0.1066
H6 -1.01463 1.56290 -0.73458  0.1124
H7 -2.27720 0.38364 -0.57148  0.1027
H8 -0.57519 -1.19248 -0.64649  0.0783
H9 0.56090 -0.82405 -2.85420  0.1000
H10 -0.05604 0.73619 -2.83665  0.1146
H11 -1.90633 -1.78964 -2.49795  0.1173
H12 -1.37807 -1.23515 -4.08009  0.1138
H13 -4.62810 0.56691 -3.34592  0.0848
H14 -4.17286 -0.93134 -2.42332  0.0781
H15 -3.95484 -0.81504 -4.15825  0.0787
C7 8.52794 3.30719 14.33169  -0.1234
O3 7.40981 2.94313 13.56040  -0.1888
C8 6.18861 3.31550 14.10327  -0.2525
C9 5.17652 2.28628 13.62297  -0.1969
N2 5.04970 2.39027 12.15882  -0.0455
C10 3.96657 1.59929 11.67523  -0.2510
C11 3.86126 1.44838 10.15591  -0.2324
O4 4.61883 0.31942 9.75813  -0.2041
C12 4.85934 0.11479 8.31401  -0.0650
H16 8.52452 4.36230 14.60523  0.0841
H17 9.43500 3.02641 13.79642  0.0879
H18 8.69103 2.85451 15.30974  0.0798
H19 6.03672 4.31667 13.69990  0.1278
H20 6.22435 3.34744 15.19222  0.1188
H21 4.28703 2.61098 14.16285  0.1184
H22 5.46944 1.30628 13.99967  0.1229
H23 5.89329 2.01639 11.74811  0.1137
H24 3.01790 2.02326 12.00444  0.1178
H25 3.97519 0.58152 12.06531  0.1161
H26 4.06131 2.44703 9.76761  0.1228
H27 2.84410 1.18381 9.86696  0.1141
H28 3.89494 -0.03031 7.82721  0.0760
H29 5.41664 -0.81261 8.18200  0.0777
H30 5.41464 0.90661 7.81126  0.0814
C13 2.29891 5.41085 -3.98409  -0.0531
C14 2.32427 5.43211 -5.51858  -0.4919
C15 3.74485 5.54855 -6.11203  -0.2365
O5 4.62896 6.48559 -5.57793  -0.1611
C16 4.32874 7.80300 -6.07677  -0.0860
N3 1.62714 4.30357 -5.97649  0.0379
H31 2.60099 6.31637 -3.45792  0.0724
H32 2.95144 4.63585 -3.58199  0.0758
H33 1.30702 5.15106 -3.61427  0.0684
H34 1.80793 6.32648 -5.86727  0.1251
H35 3.62659 5.58727 -7.19490  0.1225
H36 4.09157 4.55165 -5.83986  0.1219
H37 3.25437 7.94745 -5.96290  0.0770
H38 4.52346 8.01172 -7.12874  0.0825
H39 4.90710 8.54314 -5.52378  0.0883
H40 1.64474 4.32849 -6.98602  0.0709
H41 2.04567 3.41209 -5.75248  0.0804
C17 -5.52524 3.77818 1.38687  -0.0716
C18 -6.46873 2.66478 1.73256  -0.4478
C19 -7.04617 1.90501 0.54582  -0.1766
O6 -7.44372 2.77057 -0.51610  -0.2142
C20 -8.49019 2.39419 -1.31878  -0.1311
N4 -5.81172 1.71446 2.63786  0.0365
H42 -6.03342 4.50245 0.75025  0.0758
H43 -4.65448 3.41399 0.84167  0.0789
H44 -5.19442 4.30393 2.28255  0.0768
H45 -7.25763 3.11365 2.33610  0.1362
H46 -7.85421 1.27666 0.92048  0.1257
H47 -6.29506 1.30784 0.02881  0.1264
H48 -9.35678 2.34795 -0.65923  0.0913
H49 -8.30228 1.38877 -1.69551  0.0811
H50 -8.51376 3.05509 -2.18524  0.0946
H51 -5.30452 2.22081 3.34951  0.0622
H52 -5.09375 1.26568 2.08720  0.0572
C21 2.53277 5.58849 5.14616  -0.0750
C22 2.37455 4.66824 3.92358  -0.3859
C23 1.96772 5.43279 2.61848  -0.2403
O7 0.66737 5.86662 2.87037  -0.1920
C24 0.20019 6.79226 1.83828  -0.0776
N5 3.76267 4.18768 3.67595  0.0153
H53 2.99845 5.08932 5.99591  0.0747
H54 1.56440 6.00263 5.42694  0.0661
H55 3.04509 6.50834 4.86421  0.0755
H56 1.67131 3.87284 4.17032  0.1368
H57 1.92258 4.74749 1.77206  0.1188
H58 2.64613 6.23749 2.33505  0.1237
H59 0.41345 7.84038 2.04820  0.0806
H60 -0.87901 6.66459 1.75406  0.0825
H61 0.63665 6.65469 0.84900  0.0783
H62 3.61687 3.60684 2.86266  0.0498
H63 4.41361 4.87862 3.33104  0.0651
C25 -0.13573 -3.88367 9.60457  -0.0658
C26 0.33293 -5.28676 9.18641  -0.4434
C27 -0.82691 -6.09901 8.50253  -0.1793
O8 -1.86649 -6.34265 9.47033  -0.1804
C28 -2.58337 -7.48921 9.13983  -0.1394
N6 1.42720 -5.03614 8.31208  0.0153
H64 -1.01035 -4.00005 10.24458  0.0716
H65 -0.41877 -3.24577 8.76726  0.0791
H66 0.59614 -3.27708 10.13797  0.0703
H67 0.65205 -5.92970 10.00672  0.1341
H68 -0.37748 -6.99027 8.06462  0.1118
H69 -1.23122 -5.60734 7.61770  0.1230
H70 -2.00530 -8.41254 9.17724  0.0855
H71 -3.01299 -7.32226 8.15207  0.0879
H72 -3.39797 -7.69355 9.83465  0.0868
H73 1.82661 -5.95285 8.16988  0.0699
H74 2.13295 -4.45541 8.74192  0.0749
C29 5.03921 -1.43946 -7.53936  -0.0732
C30 6.35513 -0.87828 -7.98245  -0.4487
C31 7.52927 -1.79823 -7.85770  -0.2391
O9 7.92389 -1.96961 -6.50260  -0.1708
C32 9.21117 -2.62931 -6.46863  -0.1070
N7 6.17193 -0.47463 -9.38376  0.0321
H75 5.19825 -1.88735 -6.55845  0.0773
H76 4.75150 -2.30223 -8.14015  0.0781
H77 4.21888 -0.72469 -7.47390  0.0797
H78 6.57079 -0.04032 -7.31956  0.1461
H79 8.35752 -1.42688 -8.46117  0.1184
H80 7.34881 -2.80250 -8.24108  0.1259
H81 9.27986 -3.53113 -7.07701  0.0838
H82 9.39252 -3.02164 -5.46799  0.0788
H83 10.08916 -1.99629 -6.59716  0.0843
H84 6.96343 0.07383 -9.68843  0.0638
H85 5.99624 -1.19985 -10.06441  0.0712
C33 -8.56582 -2.22407 -7.37353  -0.0465
C34 -8.89176 -3.73507 -7.04762  -0.4193
C35 -8.00982 -4.35952 -5.96106  -0.2329
O10 -6.71645 -4.20029 -6.47590  -0.1994
C36 -5.77057 -4.95676 -5.68410  -0.0875
N8 -10.25832 -3.82120 -6.57773  0.0170
H86 -9.25102 -1.80239 -8.10892  0.0651
H87 -7.52238 -2.02363 -7.61670  0.0689
H88 -8.93910 -1.68685 -6.50167  0.0676
H89 -8.75304 -4.36444 -7.92667  0.1336
H90 -8.24903 -5.40712 -5.77829  0.1264
H91 -8.05473 -3.81171 -5.01979  0.1253
H92 -5.87802 -6.03259 -5.82254  0.0839
H93 -5.88850 -4.78187 -4.61471  0.0801
H94 -4.76544 -4.62489 -5.94426  0.0843
H95 -10.85405 -3.25839 -7.16800  0.0669
H96 -10.28306 -3.47363 -5.62974  0.0662
C37 5.80274 0.80064 -1.09780  -0.0637
C38 5.68781 0.05306 0.21130  -0.4576
C39 6.87474 0.33702 1.15162  -0.1894
O11 8.13652 -0.11753 0.66393  -0.1836
C40 8.37414 -1.52660 0.61898  -0.0920
N9 4.37641 0.42760 0.77080  0.0316
H97 6.02086 1.86082 -0.96925  0.0844
H98 4.87564 0.63923 -1.64784  0.0729
H99 6.60699 0.35115 -1.68023  0.0780
H100 5.66632 -1.01669 0.00327  0.1156
H101 6.60713 -0.12706 2.10088  0.1149
H102 6.84521 1.41525 1.30866  0.1269
H103 9.31221 -1.86693 0.18045  0.0882
H104 7.53785 -1.98929 0.09492  0.0703
H105 8.32013 -1.92920 1.63046  0.0807
H106 3.62619 0.21826 0.12779  0.0627
H107 4.18700 -0.04140 1.64502  0.0613
C41 -6.15222 4.52739 9.81868  -0.0755
C42 -5.58027 4.55398 8.42485  -0.4517
C43 -4.85589 3.20494 8.06803  -0.1957
O12 -4.09587 3.17277 6.84707  -0.1993
C44 -2.79658 3.81473 6.97055  -0.0825
N10 -6.70073 4.72576 7.54620  0.0219
H108 -6.52983 3.53212 10.05310  0.0791
H109 -6.83399 5.36019 9.99107  0.0846
H110 -5.31818 4.55206 10.52002  0.0748
H111 -4.89296 5.38914 8.28992  0.1298
H112 -5.63159 2.45282 7.92404  0.1187
H113 -4.30101 2.78225 8.90561  0.1142
H114 -2.23691 3.81440 6.03521  0.0821
H115 -2.18966 3.32292 7.73073  0.0819
H116 -2.94496 4.85425 7.26292  0.0742
H117 -6.39204 4.71725 6.58456  0.0693
H118 -7.31427 3.92539 7.60191  0.0735
C45 -3.36396 -5.67330 -0.21072  -0.0453
C46 -3.28958 -4.26868 0.45033  -0.4468
C47 -4.12664 -4.20961 1.72565  -0.1950
O13 -5.45637 -4.52971 1.32553  -0.1970
C48 -6.40002 -4.28145 2.29635  -0.1365
N11 -1.91097 -3.98309 0.70919  0.0433
H119 -2.85330 -5.62231 -1.17234  0.0733
H120 -4.41433 -5.93114 -0.34614  0.0693
H121 -2.91446 -6.39832 0.46781  0.0780
H122 -3.67710 -3.52942 -0.25070  0.1318
H123 -4.08079 -3.22885 2.19907  0.1203
H124 -3.80677 -4.90376 2.50279  0.1279
H125 -6.43902 -3.19392 2.35838  0.0888
H126 -6.12242 -4.75941 3.23582  0.0869
H127 -7.43690 -4.58426 2.15048  0.0867
H128 -1.87934 -3.27852 1.43216  0.0494
H129 -1.50225 -4.75928 1.20976  0.0684
C49 3.38135 -4.57966 2.91299  -0.0969
C50 2.99392 -5.98343 2.64431  -0.4531
C51 4.06988 -6.99411 3.14592  -0.1699
O14 3.88947 -8.30354 2.59659  -0.1893
C52 4.24218 -8.40690 1.23349  -0.1259
N12 1.66804 -6.11840 3.24174  0.0478
H130 3.33919 -4.40159 3.98752  0.0793
H131 2.73730 -3.83172 2.45053  0.0858
H132 4.40895 -4.37070 2.61555  0.0793
H133 2.94545 -5.98419 1.55538  0.1270
H134 3.96634 -7.10732 4.22507  0.1259
H135 5.10788 -6.73251 2.94043  0.1167
H136 3.42973 -8.15434 0.55213  0.0810
H137 4.46202 -9.44187 0.97159  0.0833
H138 5.15137 -7.87389 0.95532  0.0869
H139 1.63983 -5.53182 4.06346  0.0580
H140 1.60660 -7.07814 3.55031  0.0658
C53 -0.05712 2.26114 -12.31366  -0.0660
C54 -0.05007 2.21198 -10.76331  -0.4246
C55 -0.43999 0.83598 -10.23206  -0.1672
O15 -1.77623 0.46608 -10.77981  -0.2124
C56 -2.38830 -0.70872 -10.14652  -0.0809
N13 1.25266 2.73608 -10.28292  0.0214
H141 0.30953 3.24854 -12.59420  0.0672
H142 -1.09086 2.09627 -12.61747  0.0686
H143 0.59321 1.47232 -12.69171  0.0766
H144 -0.79814 2.92964 -10.42647  0.1316
H145 -0.53092 0.98532 -9.15617  0.1135
H146 0.31613 0.06851 -10.39748  0.1216
H147 -1.84640 -1.64503 -10.27978  0.0743
H148 -3.38924 -0.85342 -10.55306  0.0833
H149 -2.37442 -0.49328 -9.07812  0.0760
H150 1.56673 3.61389 -10.67141  0.0617
H151 2.01569 2.07440 -10.29096  0.0619
C57 -3.84281 5.44800 -3.18543  -0.0976
C58 -4.32104 5.67558 -4.53647  -0.4041
C59 -4.20056 7.15361 -5.11919  -0.1913
O16 -4.85288 8.08567 -4.35267  -0.2027
C60 -4.76206 9.37926 -4.79553  -0.1338
N14 -3.46502 4.79218 -5.38649  0.0159
H152 -2.75521 5.50595 -3.14232  0.0784
H153 -4.12146 4.47130 -2.78983  0.0870
H154 -4.14658 6.34845 -2.65155  0.0790
H155 -5.34159 5.30173 -4.61892  0.1364
H156 -4.73648 7.20083 -6.06716  0.1257
H157 -3.15087 7.44715 -5.10918  0.1256
H158 -5.16236 9.53773 -5.79690  0.0896
H159 -3.70616 9.64778 -4.76281  0.0861
H160 -5.24582 10.05392 -4.08920  0.0921
H161 -3.54724 3.81228 -5.15593  0.0579
H162 -2.48536 4.94583 -5.19480  0.0553
C61 0.57364 -5.56412 -7.50265  -0.1009
C62 1.63948 -6.54824 -7.24665  -0.4430
C63 1.79941 -6.72982 -5.72582  -0.2093
O17 2.10106 -5.47232 -5.16087  -0.2050
C64 2.29055 -5.51808 -3.73497  -0.0878
N15 1.26074 -7.70581 -8.05634  0.0310
H163 0.44906 -5.29196 -8.55074  0.0788
H164 0.73142 -4.59248 -7.03454  0.0774
H165 -0.35361 -6.02795 -7.16626  0.0855
H166 2.59922 -6.14322 -7.56754  0.1412
H167 2.60718 -7.42118 -5.48576  0.1207
H168 0.91051 -7.10314 -5.21728  0.1227
H169 2.68151 -4.53724 -3.46441  0.0843
H170 3.06794 -6.20684 -3.40424  0.0822
H171 1.34462 -5.67866 -3.21776  0.0865
H172 1.27803 -7.44523 -9.03199  0.0691
H173 0.34579 -8.02210 -7.76840  0.0664

**Kohn-Sham gap**: 0.3236 Eh
**Relative energy (zero: lowest compared OMol25 entry of this formula, charge and spin)**: 120.1 kcal per mole